[1]
Here is a cluster of 3 separate species, C44H43O7SSi in total from OMol25. Energies are from ωB97M-V with the def2-TZVPD basis set.

Results
orbital gap: 5.63 eV
strongest force on any atom: 1.1 eV/A
lowest unoccupied orbital energy: 0.50 eV
energy: -2916.99129 Ha
energy above the lowest of the compared OMol25 structures with the same formula, charge and spin: 0.0 kcal/mol
net charge: -1

Each line ends with the Mulliken charge.
CARTESIAN COORDINATES (ANGSTROEM)
C  -6.393957  -0.499618  2.476652  -1.27
Si  -4.908561  -0.740681  1.329580  -0.03
C  -5.373376  -2.121769  0.125775  -1.19
C  -3.382022  -1.093809  2.372263  -0.95
C  -2.063464  -0.729127  1.682092  -0.66
C  -1.670726  -1.723001  0.560361  1.03
C  -1.493208  -1.032313  -0.814889  -0.71
C  -0.029939  -0.750797  -1.226388  -0.77
C  0.228042  0.716247  -1.626918  -0.91
C  0.987277  1.587705  -0.590980  -0.67
C  0.943721  1.120671  0.850614  0.02
S  1.814192  2.287728  1.906377  1.32
O  1.047087  3.525857  1.767546  -0.72
O  3.162989  2.349370  1.356567  -0.73
O  1.738108  1.683923  3.237552  -0.77
C  -4.670264  0.911074  0.453634  0.91
C  -4.405163  2.036130  1.243338  -0.17
C  -4.229694  3.293372  0.683462  -0.72
C  -4.312908  3.448841  -0.694967  -0.49
C  -4.567981  2.343186  -1.494253  -0.65
C  -4.744922  1.087048  -0.929907  -0.27
H  -6.271165  0.390364  3.089494  0.36
H  -6.549681  -1.370273  3.111473  0.34
H  -7.278170  -0.361950  1.853513  0.32
H  -6.273235  -2.609662  0.499276  0.37
H  -4.594992  -2.878052  0.078845  0.31
H  -5.619514  -1.753359  -0.865570  0.38
H  -3.471222  -0.457302  3.257440  0.39
H  -3.373734  -2.120757  2.738846  0.56
H  -1.271833  -0.733398  2.429971  0.54
H  -2.103036  0.277257  1.276154  0.26
H  -0.749536  -2.243749  0.801714  -0.76
H  -2.461396  -2.463168  0.472659  0.20
H  -2.098259  -0.130239  -0.842314  0.05
H  -1.933928  -1.687490  -1.569024  0.43
H  0.157296  -1.352559  -2.114697  0.52
H  0.669695  -1.097035  -0.473500  0.33
H  -0.697950  1.210116  -1.908378  0.40
H  0.833980  0.706153  -2.533202  0.29
H  2.014091  1.750560  -0.899866  0.43
H  0.530336  2.577233  -0.602179  0.23
H  1.509132  0.195796  0.948698  0.32
H  -0.056301  1.002395  1.249701  -0.39
H  -4.323479  1.915479  2.316576  0.30
H  -4.026856  4.142306  1.318701  0.38
H  -4.184660  4.429136  -1.126691  0.39
H  -4.613667  2.490493  -2.564911  0.38
H  -4.944229  0.234514  -1.562789  0.17
C  3.458751  6.446421  0.184123  -0.71
C  4.450771  7.399020  -0.029338  -0.36
C  4.947098  7.620137  -1.304123  -0.68
C  4.458621  6.881128  -2.374277  0.48
C  3.469030  5.918362  -2.156369  0.30
C  2.966367  5.707007  -0.877236  -0.58
C  2.957348  5.080032  -3.272706  0.46
O  2.090314  4.261748  -3.067643  -0.66
C  3.549302  5.271495  -4.628800  0.12
C  3.130279  4.459055  -5.674203  -0.49
C  3.659749  4.635994  -6.940995  -0.49
C  4.604463  5.631671  -7.170469  -0.45
C  5.027063  6.441848  -6.130491  -0.58
C  4.507382  6.260800  -4.854479  0.16
C  4.997112  7.125692  -3.738686  0.57
O  5.820390  7.995216  -3.948074  -0.70
H  3.074113  6.270606  1.179824  0.49
H  4.841635  7.966967  0.804982  0.38
H  5.719006  8.358323  -1.473057  0.45
H  2.205041  4.955654  -0.710770  0.53
H  2.392903  3.690142  -5.487768  0.50
H  3.336272  3.998701  -7.753835  0.40
H  5.012885  5.772163  -8.163019  0.39
H  5.763468  7.215166  -6.300450  0.46
C  -2.540431  -8.598147  2.164602  -0.53
C  -1.722348  -9.642973  2.582939  -0.45
C  -0.394727  -9.404513  2.894483  -0.56
C  0.124766  -8.120968  2.780708  0.39
C  -0.691977  -7.076966  2.343427  0.02
C  -2.026699  -7.318362  2.044301  -0.56
C  -0.146246  -5.699419  2.174313  0.35
O  -0.849724  -4.787042  1.799057  -0.59
C  1.293872  -5.472616  2.473739  0.15
C  1.830148  -4.205232  2.281794  -0.43
C  3.163286  -3.968140  2.569962  -0.76
C  3.964344  -4.996501  3.056502  -0.45
C  3.436285  -6.262904  3.246112  -0.69
C  2.101222  -6.508458  2.950407  0.39
C  1.553846  -7.879782  3.137124  0.49
O  2.245724  -8.781323  3.565572  -0.70
H  -3.579886  -8.785409  1.928698  0.40
H  -2.123702  -10.644553  2.666827  0.39
H  0.245425  -10.210628  3.225334  0.47
H  -2.654662  -6.501612  1.715544  0.54
H  1.201288  -3.408005  1.909436  0.72
H  3.578178  -2.980280  2.419383  0.50
H  5.004286  -4.807040  3.287508  0.39
H  4.055451  -7.065317  3.622644  0.47

Forces on atoms 1 to 6 (eV/Å):
0.263 -0.063 -0.404
-0.322 0.036 0.202
-0.048 0.144 0.351
-0.086 0.549 -0.195
0.514 -0.885 0.140
-0.288 0.909 -0.423

***

[2]
Here is a structure of composition C44H44BN9O3SeSiTi from OMol25. Energies are from ωB97M-V with the def2-TZVPD basis set.

Results
orbital gap: 7.75 eV
strongest force on any atom: 0.7 eV/A
lowest unoccupied orbital energy: -0.30 eV
energy: -5987.10394 Ha
energy above the lowest of the compared OMol25 structures with the same formula, charge and spin: 26.1 kcal/mol

Each line ends with the Mulliken charge.
CARTESIAN COORDINATES (ANGSTROEM)
Ti  -0.773025  0.735486  0.145856  -0.76
C  1.695114  3.463803  0.321881  -1.05
C  0.408968  3.602556  1.060053  0.38
C  -0.047228  4.648416  1.859815  -1.46
C  -1.284710  4.244537  2.330378  0.94
C  -2.220380  4.963982  3.237186  -1.54
N  -1.539957  3.020244  1.836444  -0.04
N  -0.495003  2.629604  1.054300  0.52
B  -2.783467  2.114032  2.060201  -0.67
N  -2.344531  0.827543  2.765853  1.25
N  -1.022932  0.486758  2.899641  -0.66
C  -0.979041  -0.440836  3.855013  0.84
C  0.280388  -0.934716  4.482060  -1.43
C  -2.271494  -0.754344  4.295328  -1.51
C  -3.110581  0.070948  3.584126  1.01
C  -4.592164  0.157178  3.622456  -1.48
N  -3.433550  1.849484  0.672437  1.14
N  -2.602743  1.751482  -0.407912  0.68
C  -3.309416  2.096004  -1.485541  0.76
C  -2.707976  2.331674  -2.821221  -1.14
C  -4.629034  2.352409  -1.113584  -1.63
C  -4.663961  2.206457  0.259007  0.79
C  -5.815437  2.459405  1.167081  -1.42
H  2.278493  4.379222  0.407382  0.44
H  1.517824  3.253683  -0.733345  0.05
H  2.280330  2.640644  0.737146  0.15
H  0.457892  5.572914  2.071615  0.53
H  -1.813044  5.941377  3.486429  0.40
H  -2.373044  4.406836  4.160887  0.28
H  -3.193758  5.105152  2.767811  0.27
H  -3.580426  2.693415  2.726957  -0.19
H  1.153433  -0.473204  4.041346  0.29
H  0.368854  -2.017994  4.412507  0.17
H  0.263803  -0.679176  5.543762  0.46
H  -2.550293  -1.455450  5.061769  0.50
H  -4.980574  -0.495363  4.401235  0.42
H  -5.011992  -0.167546  2.669033  0.19
H  -4.932965  1.173288  3.820249  0.30
H  -1.622510  2.269880  -2.782523  -0.21
H  -2.956710  3.340892  -3.153426  0.46
H  -3.095942  1.636844  -3.558747  0.38
H  -5.434934  2.656179  -1.755925  0.49
H  -6.675420  2.766586  0.575446  0.41
H  -5.589467  3.247591  1.884980  0.25
H  -6.089996  1.567145  1.726097  0.18
Se  -2.132829  -1.483074  0.539646  0.12
C  -2.868842  -1.784391  -1.122506  0.24
N  -3.325322  -1.979054  -2.164239  -0.68
C  1.088161  3.260302  -6.089890  -0.44
C  1.756388  2.815564  -4.959982  -0.94
C  1.220248  1.793181  -4.193361  0.20
C  0.009301  1.195425  -4.541295  0.53
C  -0.648260  1.654913  -5.682620  -0.68
C  -0.117592  2.679352  -6.451701  -0.69
Si  -0.726695  -0.254960  -3.623273  -0.71
C  0.071595  -1.865942  -4.152051  0.55
C  1.422680  -1.949970  -4.491148  -0.16
C  2.009201  -3.167782  -4.789790  -0.83
C  1.247139  -4.328410  -4.757017  -0.43
C  -0.099550  -4.260314  -4.439866  -0.75
C  -0.684332  -3.035279  -4.143679  -0.32
H  1.505130  4.059902  -6.688354  0.38
H  2.696805  3.268007  -4.673218  0.42
H  1.744513  1.471474  -3.302365  0.47
H  -1.592382  1.211235  -5.975430  0.40
H  -0.646251  3.023752  -7.330800  0.41
H  -2.154892  -0.353037  -3.937433  -0.05
H  2.027738  -1.050819  -4.525614  0.37
H  3.057388  -3.214062  -5.057316  0.43
H  1.702938  -5.282478  -4.989753  0.40
H  -0.700332  -5.160131  -4.422169  0.43
H  -1.733163  -2.993700  -3.876990  0.33
O  0.265411  1.122971  -1.376050  0.35
C  -0.371919  0.013762  -1.729659  -0.07
O  0.543394  -1.267260  -1.468361  0.10
C  1.185769  -1.294093  -0.371471  -0.40
N  2.072874  -2.258402  -0.113728  0.32
C  2.685681  -2.029880  1.183027  2.87
C  2.020194  -0.648432  1.527203  -0.97
O  2.358907  0.075742  2.424036  -0.67
N  1.038762  -0.387289  0.597257  1.46
C  4.190429  -1.873327  1.090727  -0.63
C  4.905451  -1.377146  2.181361  -0.25
C  6.280609  -1.241608  2.112953  -0.88
C  6.963990  -1.597249  0.959980  -0.49
C  6.259426  -2.081635  -0.128345  -0.90
C  4.879843  -2.215856  -0.063855  -0.59
C  2.203383  -3.106754  2.164378  0.34
C  0.856812  -3.470186  2.124455  -0.03
C  0.365845  -4.460143  2.956949  -0.74
C  1.214590  -5.100037  3.849524  -0.47
C  2.551732  -4.750165  3.888880  -0.99
C  3.049415  -3.764624  3.046304  -0.47
H  2.152159  -3.084452  -0.681984  0.40
H  4.378884  -1.083957  3.074900  0.58
H  6.820695  -0.852640  2.965042  0.41
H  8.039415  -1.494105  0.910722  0.40
H  6.779220  -2.353501  -1.036540  0.43
H  4.348993  -2.577868  -0.934417  0.45
H  0.175818  -2.982212  1.435337  -0.13
H  -0.682674  -4.721566  2.907664  0.45
H  0.836358  -5.873678  4.503884  0.41
H  3.224015  -5.253490  4.571016  0.43
H  4.100381  -3.525596  3.079468  0.51

Forces on atoms 1 to 6 (eV/Å):
-0.194 -0.628 0.308
0.071 0.017 -0.052
0.129 -0.059 -0.025
-0.024 -0.040 -0.010
-0.036 -0.135 0.028
-0.055 0.025 0.020